(1)
ORCA calculation (the ωB97M-V functional and the def2-TZVPD basis) on a single C5H7NO2 molecule.

XYZ file:
```
15
Properties=species:S:1:pos:R:3:forces:R:3:lowdin_charge:R:1
C -2.23953 -1.19583 0.31942 -0.885 4.311 -0.805 0.05
C -1.65027 -0.02234 -0.09430 -0.903 -1.071 -0.514 -0.11
C -0.19736 0.24078 -0.14496 -0.526 1.140 0.494 -0.32
N 0.17692 1.63840 -0.06833 0.673 -1.394 -0.755 0.08
C 0.72050 -0.72141 -0.18901 0.899 -0.090 -0.770 0.02
C 2.19638 -0.49207 -0.07024 0.310 -1.226 1.850 -0.47
O 2.94786 -1.44129 -0.19259 -0.399 1.502 -0.488 0.08
O 2.66144 0.69211 0.48935 -0.204 -0.966 -0.714 0.06
H -3.35217 -1.16628 0.33985 1.024 -0.578 -0.138 0.07
H -1.69219 -1.91280 0.84520 0.666 -1.231 0.465 0.04
H -2.23484 0.82743 -0.55024 0.224 -1.164 0.681 0.11
H -0.57519 2.24640 -0.28317 -1.068 0.453 0.206 0.07
H 0.85268 1.82864 -0.81056 0.116 -0.041 0.417 0.11
H 0.44911 -1.75485 -0.44053 0.134 0.572 0.414 0.13
H 1.93667 1.23311 0.85012 -0.062 -0.215 -0.341 0.08
```
Positions in Å, forces in eV/Å.

**Frontier orbital gap**: 9.12 eV
**Energy above the lowest of the compared OMol25 structures with the same formula, charge and spin**: 1.145 eV
**SMILES**: C=C/C(N)=C/C(=O)O
**E_LUMO**: -0.2 eV
**Net charge**: 0

=====

(2)
ORCA calculation (the ωB97M-V functional and the def2-TZVPD basis) on a molecular structure, C18H13N3O7Rh.

XYZ file:
```
42
Properties=species:S:1:pos:R:3:forces:R:3:lowdin_charge:R:1
Rh -0.19596 0.59566 0.44761 -1.043 -1.668 -0.283 1.41
O 0.96395 -2.99312 2.26537 -0.079 -0.089 0.183 0.22
C 0.38230 -1.89335 1.88732 -0.176 0.060 0.021 -0.43
O 0.86503 -1.14035 1.04744 0.131 0.304 -0.275 0.03
C -0.91148 -1.59983 2.60407 0.066 -0.058 0.103 -0.07
O -1.75317 -0.75631 1.84385 0.670 0.890 -0.185 -0.15
C -2.62130 -1.42687 0.92995 0.093 -0.392 -1.289 -0.06
C -1.94640 -1.61508 -0.47938 -0.854 -0.413 1.743 -0.59
O -2.19294 -2.59999 -1.12200 0.243 0.383 -0.278 0.13
O -1.20897 -0.59687 -0.78157 0.489 0.444 -1.497 -0.19
H 1.81563 -3.13275 1.82236 0.091 0.087 -0.125 0.17
H -1.40344 -2.53453 2.87118 -0.070 0.036 0.012 0.16
H -0.64471 -1.04424 3.50646 0.035 -0.064 0.059 0.15
H -2.93711 -2.40233 1.29489 0.037 0.088 0.238 0.14
H -3.48495 -0.78187 0.77192 -0.026 -0.003 0.200 0.14
O 1.62127 2.03228 -0.37974 -0.111 -0.441 -0.164 0.08
C 1.84807 2.15175 0.83248 -1.363 -0.769 0.334 -0.40
N 0.90124 1.56901 1.63554 1.308 1.512 0.995 -0.08
C 1.32124 1.56258 2.97163 -0.875 -0.622 -0.112 -0.38
O 0.72923 0.98406 3.84668 0.215 0.041 0.205 0.13
C 2.56489 2.35423 2.99654 0.821 0.510 -0.411 -0.07
C 3.37545 2.72541 4.05239 -0.464 -0.237 -0.008 0.02
C 4.49560 3.49271 3.77067 0.247 0.198 -0.316 -0.03
C 4.81267 3.85783 2.45967 0.143 0.051 0.492 -0.04
C 4.01930 3.46904 1.39544 -0.478 -0.363 -0.385 0.02
C 2.88789 2.71422 1.67353 0.951 0.550 0.713 -0.08
H 3.12809 2.42157 5.06086 0.021 0.048 0.018 0.13
H 5.14051 3.81970 4.57497 0.000 -0.040 0.013 0.12
H 5.69826 4.45272 2.28227 -0.008 -0.005 -0.027 0.12
H 4.26580 3.72544 0.37370 0.043 0.064 0.027 0.13
N -3.60090 2.95845 -4.27496 0.057 0.014 0.040 0.21
C -3.04721 3.08134 -3.27702 -0.078 -0.042 -0.194 -0.15
C -2.39104 3.23661 -2.01391 0.089 0.170 0.306 -0.17
C -2.31949 4.47745 -1.38425 -0.004 -0.204 -0.042 0.04
C -1.73661 4.54048 -0.13065 -0.028 0.055 -0.052 0.00
C -1.21732 3.39551 0.43680 -0.075 0.104 0.167 -0.07
N -1.24457 2.21338 -0.19594 -0.067 -0.010 -0.084 -0.05
C -1.82967 2.12853 -1.39390 -0.066 -0.039 -0.287 -0.02
H -2.71743 5.35708 -1.87102 -0.038 0.008 0.039 0.14
H -1.68207 5.47550 0.40751 0.020 -0.025 0.032 0.13
H -0.77732 3.41907 1.42217 0.070 -0.082 -0.023 0.12
H -1.84573 1.16212 -1.87995 0.065 -0.051 0.098 0.13
```
Positions in Å, forces in eV/Å.

**Frontier orbital gap (spin up / spin down)**: 6.51 / 6.75 eV
**Energy above the lowest of the compared OMol25 structures with the same formula, charge and spin**: 1.465 eV
**E_LUMO (spin up / spin down)**: -6.1 / -5.9 eV
**Net charge**: +1